# 1
ORCA calculation (ωB97M-V/def2-TZVPD) on C2H2Cl2NOP as an isolated structure in a non-equilibrium geometry.

```
9
Properties=species:S:1:pos:R:3:nbo_charge:R:1
C 0.150 0.125 0.940 0.35
C -1.735 0.798 0.093 -0.32
N -1.086 0.381 1.202 -0.50
O 0.574 0.387 -0.274 -0.66
P -0.648 0.925 -1.207 0.89
Cl -3.436 1.042 0.285 0.05
Cl -1.697 -1.928 -0.464 -0.27
H 0.813 -0.158 1.642 0.19
H -1.390 -1.844 0.768 0.28
```

Output
Net charge = 0
Frontier orbital gap = 0.3286 Ha
HOMO energy = -0.3298 hartree
LUMO energy = -0.001 Ha

***

# 2
ORCA calculation (ωB97M-V/def2-TZVPD) on C11H12NO6Yb as an isolated structure in a non-equilibrium geometry.

```
31
Properties=species:S:1:pos:R:3:nbo_charge:R:1
O -0.218 2.580 -2.709 -0.47
C 0.784 1.993 -2.881 0.49
Yb 1.017 -1.418 0.410 1.54
O -0.273 1.908 0.856 -0.33
C -0.002 0.897 0.361 0.39
C -0.855 -1.627 -1.368 0.32
O -1.764 -2.253 -1.895 -0.28
C 2.619 0.303 -0.825 0.43
O 3.390 1.139 -1.056 -0.33
C -1.061 -0.206 -0.703 0.30
O -1.866 0.539 -1.210 -0.29
H 0.344 -2.030 -1.392 0.05
O -0.261 -1.519 1.969 -0.89
C -0.659 -1.495 3.184 0.75
C 0.005 -2.418 4.162 -0.50
C 0.780 -1.653 5.238 -0.40
C -0.171 -1.084 6.298 -0.41
C -1.154 -0.004 5.803 -0.42
C -2.223 -0.490 4.844 -0.24
N -1.646 -0.671 3.488 -0.51
H -0.731 -3.131 4.585 0.27
H 0.744 -2.962 3.567 0.23
H 1.509 -2.326 5.714 0.25
H 1.380 -0.834 4.823 0.20
H -0.722 -1.918 6.742 0.21
H 0.443 -0.637 7.091 0.25
H -1.705 0.399 6.668 0.25
H -0.603 0.825 5.334 0.21
H -2.601 -1.465 5.182 0.22
H -3.081 0.215 4.784 0.25
H -2.084 -0.222 2.693 0.42
```

Output
Net charge = +2
Frontier orbital gap (spin up / spin down) = 0.2520 / 0.2782 Ha
Spin multiplicity = 2
HOMO energy (spin up / spin down) = -0.6004 / -0.6272 hartree
LUMO energy (spin up / spin down) = -0.348 / -0.349 Ha

***

# 3
ORCA calculation (ωB97M-V/def2-TZVPD) on C12H19N8PTc as an isolated structure in a non-equilibrium geometry.

```
41
Properties=species:S:1:pos:R:3:nbo_charge:R:1
Tc -0.543 -0.546 -1.968 1.74
C 3.167 -1.538 2.022 -0.43
N 2.447 -1.650 0.734 -0.23
C 2.769 -2.538 -0.248 0.03
C 1.885 -2.348 -1.275 -0.06
N 1.016 -1.351 -0.907 -0.53
C 1.375 -0.946 0.331 0.09
P 0.538 0.364 1.277 0.90
C -1.183 -0.109 0.891 0.12
N -1.677 -0.498 -0.312 -0.44
C -2.997 -0.826 -0.111 -0.09
C -3.289 -0.654 1.208 0.04
N -2.152 -0.203 1.813 -0.24
C -2.048 0.099 3.261 -0.42
C 0.640 1.627 -0.094 0.04
N 0.239 1.410 -1.380 -0.54
C 0.490 2.528 -2.062 -0.03
C 1.067 3.495 -1.158 0.03
N 1.143 2.904 0.027 -0.24
C 1.678 3.530 1.270 -0.42
H 3.912 -2.328 2.058 0.28
H 2.469 -1.670 2.845 0.25
H 3.668 -0.574 2.081 0.26
H 3.590 -3.232 -0.147 0.30
H 1.829 -2.867 -2.219 0.27
H -3.670 -1.161 -0.883 0.24
H -4.210 -0.811 1.749 0.31
H -3.009 -0.122 3.716 0.28
H -1.820 1.153 3.400 0.26
H -1.287 -0.533 3.713 0.26
H 0.284 2.671 -3.115 0.27
H 1.391 4.511 -1.353 0.30
H 1.971 4.549 1.030 0.28
H 2.546 2.967 1.605 0.25
H 0.895 3.539 2.026 0.25
N -1.736 -1.994 -2.936 -0.61
N -2.214 -0.690 -3.316 -0.62
H -1.412 -2.533 -3.744 0.47
H -2.439 -2.552 -2.449 0.47
H -3.188 -0.533 -3.056 0.46
H -2.134 -0.539 -4.325 0.47
```

Output
Net charge = +4
Frontier orbital gap (spin up / spin down) = 0.1870 / 0.1601 Ha
Spin multiplicity = 4
HOMO energy (spin up / spin down) = -0.7933 / -0.7927 hartree
LUMO energy (spin up / spin down) = -0.606 / -0.633 Ha

***

# 4
ORCA calculation (ωB97M-V/def2-TZVPD) on a 13-piece molecular cluster, C71H179N13O20 overall in a non-equilibrium geometry.

```
283
Properties=species:S:1:pos:R:3:lowdin_charge:R:1
C 7.078 0.585 4.573 -0.03
C 7.480 -0.088 3.260 -0.47
C 6.374 0.233 2.231 -0.13
C 6.565 1.575 1.537 -0.19
C 7.965 1.747 1.006 -0.12
C 9.037 1.529 2.100 -0.49
N 8.817 0.216 2.770 -0.11
O 9.850 -0.144 3.645 -0.01
C 10.367 1.357 1.343 -0.05
C 9.114 2.728 3.028 -0.03
C 7.418 -1.651 3.393 -0.03
H 6.635 1.559 4.369 0.07
H 7.919 0.637 5.267 0.09
H 6.343 0.012 5.144 0.07
H 6.233 -0.556 1.490 0.11
H 5.433 0.270 2.784 0.09
H 6.273 2.370 2.234 0.10
H 5.732 1.657 0.830 0.09
H 8.005 2.795 0.697 0.12
H 8.160 1.108 0.145 0.12
H 10.268 0.518 0.650 0.08
H 10.749 2.220 0.791 0.08
H 11.242 1.115 1.954 0.08
H 9.749 2.547 3.899 0.09
H 9.514 3.624 2.554 0.09
H 8.131 2.926 3.460 0.07
H 8.286 -2.006 3.954 0.08
H 7.339 -2.271 2.500 0.06
H 6.560 -1.957 4.001 0.08
H 10.337 -0.792 3.126 0.11
C 7.092 -5.268 2.362 -0.10
O 6.768 -4.328 1.355 -0.23
C 6.523 -4.894 0.073 -0.21
C 5.193 -5.612 0.061 -0.22
N 4.841 -6.107 -1.273 -0.05
C 4.658 -5.084 -2.308 -0.19
C 3.518 -4.102 -2.021 -0.23
O 2.304 -4.762 -2.283 -0.18
C 1.204 -3.886 -2.190 -0.10
H 6.238 -5.873 2.669 0.08
H 7.518 -4.695 3.187 0.08
H 7.945 -5.842 1.978 0.09
H 7.380 -5.466 -0.296 0.13
H 6.502 -4.053 -0.625 0.11
H 4.341 -5.047 0.463 0.10
H 5.222 -6.445 0.768 0.11
H 3.995 -6.655 -1.176 0.11
H 4.372 -5.590 -3.232 0.12
H 5.606 -4.587 -2.508 0.11
H 3.657 -3.212 -2.649 0.12
H 3.561 -3.747 -0.983 0.11
H 1.394 -3.088 -2.921 0.09
H 1.027 -3.485 -1.189 0.07
H 0.292 -4.359 -2.557 0.07
C 2.152 -1.113 5.721 -0.12
O 3.161 -0.705 4.860 -0.19
C 3.598 0.617 5.048 -0.19
C 2.522 1.684 4.628 -0.19
N 2.037 2.431 5.769 -0.04
C 1.504 3.745 5.375 -0.19
C 1.222 4.546 6.640 -0.21
O 0.070 4.069 7.336 -0.23
C -0.278 4.900 8.419 -0.11
H 1.205 -0.556 5.653 0.08
H 2.412 -1.161 6.784 0.10
H 1.752 -2.105 5.496 0.08
H 4.523 0.752 4.490 0.07
H 3.818 0.793 6.107 0.12
H 1.735 1.156 4.069 0.12
H 2.985 2.238 3.808 0.09
H 1.335 1.918 6.287 0.11
H 0.592 3.588 4.794 0.09
H 2.223 4.313 4.787 0.12
H 1.068 5.596 6.354 0.12
H 2.072 4.539 7.328 0.13
H 0.481 4.869 9.207 0.09
H -1.158 4.423 8.853 0.09
H -0.504 5.937 8.161 0.09
C -6.265 1.729 -3.120 -0.09
O -5.124 2.295 -3.757 -0.21
C -5.036 1.837 -5.098 -0.22
C -3.824 2.542 -5.697 -0.20
N -3.692 2.276 -7.120 -0.05
C -2.464 2.830 -7.698 -0.19
C -2.213 2.582 -9.187 -0.22
O -0.963 3.096 -9.519 -0.19
C -0.691 3.259 -10.881 -0.11
H -7.161 2.222 -3.509 0.09
H -6.193 1.925 -2.052 0.08
H -6.336 0.658 -3.325 0.08
H -5.920 2.206 -5.635 0.13
H -5.020 0.746 -5.179 0.11
H -2.971 2.103 -5.155 0.11
H -3.874 3.603 -5.461 0.13
H -3.680 1.276 -7.303 0.06
H -1.607 2.431 -7.137 0.09
H -2.430 3.896 -7.462 0.12
H -3.003 3.082 -9.769 0.13
H -2.351 1.529 -9.457 0.11
H -0.796 2.339 -11.467 0.09
H 0.315 3.608 -11.108 0.09
H -1.360 4.010 -11.316 0.09
C -2.073 1.887 -1.851 -0.08
O -1.621 0.925 -0.896 -0.25
C -1.738 -0.424 -1.366 -0.20
C -1.226 -1.272 -0.211 -0.18
N 0.229 -1.112 -0.119 -0.03
C 0.757 -1.836 1.016 -0.21
C 2.212 -1.575 1.357 -0.18
O 2.769 -2.707 2.025 -0.20
C 4.150 -2.542 2.253 -0.11
H -1.668 2.830 -1.488 0.08
H -3.163 1.900 -1.783 0.07
H -1.804 1.611 -2.871 0.07
H -1.286 -0.542 -2.351 0.10
H -2.796 -0.652 -1.546 0.10
H -1.442 -2.329 -0.399 0.11
H -1.639 -1.004 0.767 0.09
H 0.366 -0.116 0.025 0.07
H 0.637 -2.894 0.785 0.09
H 0.229 -1.622 1.953 0.06
H 2.370 -0.726 2.032 0.12
H 2.807 -1.336 0.464 0.12
H 4.435 -1.797 2.996 0.07
H 4.631 -2.380 1.281 0.09
H 4.542 -3.519 2.541 0.07
C 3.115 3.424 1.413 -0.11
O 2.336 2.569 0.617 -0.18
C 2.929 2.235 -0.609 -0.22
C 2.105 1.343 -1.522 -0.18
N 2.003 1.998 -2.840 -0.04
C 1.179 1.189 -3.766 -0.19
C 1.377 1.686 -5.184 -0.19
O 0.803 2.999 -5.328 -0.24
C 0.846 3.451 -6.669 -0.11
H 2.507 3.804 2.235 0.07
H 3.482 4.271 0.826 0.09
H 3.961 2.920 1.894 0.07
H 3.983 1.927 -0.522 0.11
H 3.149 3.152 -1.180 0.10
H 1.103 1.117 -1.149 0.09
H 2.596 0.370 -1.607 0.11
H 1.472 2.843 -2.635 0.06
H 0.120 1.289 -3.507 0.09
H 1.461 0.141 -3.653 0.12
H 0.872 0.992 -5.865 0.11
H 2.433 1.750 -5.454 0.13
H 1.788 3.945 -6.929 0.09
H 0.054 4.195 -6.745 0.09
H 0.686 2.684 -7.429 0.08
C -2.008 -5.799 3.668 -0.10
O -2.505 -6.090 2.382 -0.16
C -1.897 -5.388 1.323 -0.23
C -0.886 -6.209 0.530 -0.19
N 0.308 -6.566 1.262 -0.04
C 1.168 -5.437 1.644 -0.20
C 2.245 -5.953 2.594 -0.20
O 1.779 -6.166 3.929 -0.19
C 2.171 -5.152 4.838 -0.10
H -0.931 -5.955 3.774 0.07
H -2.444 -6.365 4.496 0.09
H -2.309 -4.794 3.982 0.08
H -1.573 -4.368 1.576 0.10
H -2.710 -5.044 0.666 0.11
H -0.582 -5.624 -0.344 0.11
H -1.417 -7.093 0.176 0.11
H 0.052 -6.986 2.152 0.10
H 0.619 -4.618 2.122 0.10
H 1.618 -5.005 0.746 0.10
H 3.100 -5.279 2.651 0.09
H 2.595 -6.913 2.209 0.12
H 2.547 -4.252 4.351 0.07
H 2.908 -5.492 5.573 0.09
H 1.298 -4.928 5.459 0.08
C -12.106 0.330 -0.515 -0.10
O -10.809 0.595 0.014 -0.18
C -10.655 1.942 0.377 -0.25
C -9.589 2.103 1.471 -0.23
N -8.217 2.040 0.991 -0.06
C -7.290 2.304 2.105 -0.21
C -5.834 2.172 1.707 -0.23
O -5.435 0.830 1.533 -0.19
C -4.060 0.714 1.197 -0.08
H -12.012 -0.510 -1.200 0.08
H -12.534 1.183 -1.044 0.08
H -12.798 0.049 0.283 0.09
H -11.557 2.415 0.780 0.12
H -10.338 2.618 -0.426 0.12
H -9.796 1.433 2.315 0.12
H -9.691 3.129 1.842 0.12
H -8.028 1.092 0.673 0.11
H -7.487 1.675 2.981 0.12
H -7.477 3.349 2.362 0.12
H -5.232 2.680 2.472 0.11
H -5.621 2.677 0.756 0.12
H -3.830 1.440 0.417 0.08
H -3.797 -0.321 0.989 0.09
H -3.547 0.922 2.147 0.07
C -3.335 4.161 5.650 -0.05
C -2.744 2.969 4.905 -0.41
C -2.007 3.423 3.621 -0.20
O -1.152 2.393 3.135 -0.22
C -0.883 2.549 1.749 -0.09
N -1.755 2.389 5.806 0.06
H -3.875 4.889 5.037 0.08
H -2.598 4.787 6.159 0.07
H -4.015 3.810 6.428 0.08
H -3.491 2.204 4.679 0.10
H -1.317 4.214 3.947 0.12
H -2.676 3.837 2.862 0.12
H -0.218 1.742 1.450 0.08
H -0.463 3.549 1.600 0.10
H -1.738 2.485 1.071 0.06
H -1.124 1.817 5.239 0.07
H -1.132 3.167 6.055 0.04
C -1.965 -1.097 -5.856 -0.03
C -3.216 -1.908 -6.256 -0.41
C -3.437 -1.864 -7.743 -0.16
O -3.733 -0.495 -8.134 -0.24
C -4.234 -0.402 -9.435 -0.13
N -3.013 -3.296 -5.866 0.02
H -1.083 -1.530 -6.345 0.08
H -1.725 -1.101 -4.795 0.06
H -2.056 -0.100 -6.289 0.06
H -4.018 -1.513 -5.634 0.12
H -4.263 -2.505 -8.058 0.13
H -2.523 -2.068 -8.307 0.14
H -5.070 -1.091 -9.629 0.09
H -3.533 -0.786 -10.192 0.09
H -4.547 0.615 -9.654 0.09
H -2.183 -3.764 -6.204 0.09
H -3.792 -3.911 -6.069 0.09
C -4.787 -2.510 -2.734 -0.05
C -3.664 -3.406 -2.235 -0.42
C -3.953 -4.920 -2.480 -0.22
O -2.893 -5.734 -2.058 -0.19
C -3.113 -7.076 -2.385 -0.12
N -2.435 -3.025 -2.909 0.06
H -5.694 -2.537 -2.132 0.08
H -5.026 -2.711 -3.782 0.07
H -4.489 -1.461 -2.814 0.06
H -3.558 -3.380 -1.143 0.12
H -4.140 -4.997 -3.559 0.11
H -4.877 -5.181 -1.950 0.13
H -3.415 -7.171 -3.440 0.08
H -3.951 -7.501 -1.821 0.09
H -2.190 -7.648 -2.311 0.09
H -2.715 -3.230 -3.889 0.04
H -1.647 -3.653 -2.784 0.05
C 0.648 6.809 -2.334 -0.05
C 0.839 5.753 -3.446 -0.41
C 2.308 5.385 -3.580 -0.19
O 3.014 6.599 -3.833 -0.19
C 4.289 6.730 -3.288 -0.13
N 0.074 4.567 -3.032 0.05
H 0.933 7.809 -2.648 0.08
H 1.218 6.462 -1.467 0.08
H -0.378 6.832 -1.960 0.07
H 0.511 6.207 -4.390 0.14
H 2.584 4.603 -4.286 0.12
H 2.563 5.006 -2.583 0.10
H 4.997 6.312 -4.018 0.09
H 4.531 6.255 -2.330 0.08
H 4.548 7.782 -3.155 0.08
H -0.888 4.806 -2.829 0.07
H 0.063 3.897 -3.807 0.05
C -5.126 0.157 5.870 -0.05
C -3.937 -0.806 5.863 -0.40
C -3.233 -0.762 4.491 -0.19
O -1.926 -1.310 4.642 -0.20
C -1.255 -1.557 3.419 -0.12
N -2.983 -0.407 6.935 0.04
H -5.766 -0.260 6.652 0.08
H -5.692 0.138 4.937 0.07
H -4.864 1.183 6.115 0.06
H -4.160 -1.854 6.065 0.13
H -3.154 0.245 4.069 0.09
H -3.734 -1.460 3.809 0.13
H -1.912 -1.853 2.596 0.07
H -0.433 -2.236 3.614 0.09
H -0.897 -0.583 3.060 0.08
H -2.186 -1.019 6.768 0.05
H -2.566 0.466 6.599 0.03
```

Output
Net charge = 0
Frontier orbital gap = 0.3174 Ha
HOMO energy = -0.3039 hartree
LUMO energy = 0.013 Ha

***

# 5
ORCA calculation (ωB97M-V/def2-TZVPD) on C19H12IN6O2SV as an isolated structure in a non-equilibrium geometry.

```
42
Properties=species:S:1:pos:R:3:nbo_charge:R:1
V 0.773 -0.525 -1.826 0.86
C -3.624 -0.672 -2.635 -0.66
C -3.243 -0.551 -1.198 0.23
N -4.236 -0.483 -0.289 -0.33
C -3.932 -0.383 0.993 0.08
C -2.648 -0.317 1.575 0.01
C -2.637 -0.224 3.097 -0.10
O -1.640 0.619 3.666 -0.73
C -1.574 -0.402 0.633 -0.08
C -0.155 -0.454 1.001 0.22
N 0.875 -0.565 0.228 -0.47
C 2.126 -0.780 1.017 0.17
C 2.092 -1.192 2.351 -0.22
C 3.273 -1.362 3.062 -0.16
C 4.502 -1.145 2.463 -0.15
C 4.561 -0.781 1.128 -0.20
C 3.371 -0.614 0.425 -0.24
I 3.527 -0.253 -1.569 0.56
C -1.971 -0.507 -0.691 0.22
O -0.910 -0.566 -1.619 -0.40
H -4.684 -0.907 -2.681 0.28
H -3.065 -1.460 -3.138 0.24
H -3.449 0.274 -3.149 0.25
H -4.793 -0.287 1.646 0.22
H -2.532 -1.233 3.514 0.21
H -3.619 0.132 3.414 0.21
H -2.061 1.336 4.158 0.50
H 0.012 -0.380 2.060 0.24
H 1.177 -1.426 2.872 0.23
H 3.216 -1.686 4.090 0.25
H 5.417 -1.292 3.017 0.26
H 5.524 -0.654 0.653 0.25
N 0.892 1.289 -2.229 -0.37
C 0.960 2.393 -2.535 0.50
C 1.016 3.718 -2.918 -0.20
C -0.216 4.411 -2.909 0.21
N -1.252 4.909 -2.915 -0.10
C 2.254 4.281 -3.286 0.20
N 3.256 4.739 -3.612 -0.09
S 1.072 -1.621 -3.910 0.30
C 1.163 -2.594 -2.555 0.08
N 1.182 -2.782 -1.402 -0.29
```

Output
Net charge = +2
Frontier orbital gap (spin up / spin down) = 0.1802 / 0.1801 Ha
HOMO energy (spin up / spin down) = -0.5655 / -0.5655 hartree
LUMO energy (spin up / spin down) = -0.385 / -0.385 Ha

***

# 6
ORCA calculation (ωB97M-V/def2-TZVPD) on the molecule C12H8Cl2N4OS.

```
28
Properties=species:S:1:pos:R:3:nbo_charge:R:1
O 0.738 -0.309 -1.645 -0.55
C -0.355 -0.156 -1.164 0.72
N -1.070 1.033 -1.258 -0.65
C -0.574 2.225 -1.730 0.28
S -1.528 3.253 -2.578 -0.14
N 0.720 2.532 -1.452 -0.59
C 1.512 2.058 -0.433 0.57
N 0.967 1.313 0.524 -0.50
C 1.778 0.891 1.477 0.10
C 3.128 1.208 1.500 -0.33
C 3.577 2.029 0.474 0.10
N 2.778 2.461 -0.483 -0.47
C -1.104 -1.201 -0.413 -0.21
C -1.753 -0.857 0.771 -0.15
C -2.395 -1.810 1.537 -0.24
C -2.400 -3.131 1.108 -0.01
Cl -3.202 -4.329 2.047 0.03
C -1.765 -3.501 -0.066 -0.25
C -1.109 -2.538 -0.819 0.02
Cl -0.339 -3.009 -2.279 0.06
H -2.079 0.983 -1.202 0.43
H 1.145 3.264 -2.009 0.44
H 1.316 0.281 2.243 0.20
H 3.785 0.847 2.273 0.23
H 4.606 2.358 0.410 0.20
H -1.719 0.169 1.105 0.24
H -2.887 -1.538 2.457 0.23
H -1.772 -4.528 -0.395 0.25
```

Output
Net charge = 0
Frontier orbital gap = 0.3048 Ha
SMILES = O=C(NC(=S)Nc1ncccn1)c1ccc(Cl)cc1Cl
HOMO energy = -0.3186 hartree
LUMO energy = -0.014 Ha

***

no.,M (g mol⁻¹)
1,157.9
2,427.3
3,404.3
4,1535.3
5,566.3
6,327.2